Formula: C60H134Br2N10O4
Source: the OMol25 dataset
Level of theory: ωB97M-V/def2-TZVPD

- electronic energy (Ha) = -8360.8980
- gap between HOMO and LUMO (Eh) = 0.2649
- HOMO level (eV) = -16.95
- total charge = +6

Structure (XYZ):
```
210
Properties=species:S:1:pos:R:3:mulliken_charge:R:1
Br 1.332 -2.073 0.542 -0.7479
Br -4.798 -0.825 -2.259 -0.6359
O 6.445 5.559 7.870 -0.3421
O 6.114 3.197 3.323 -0.4469
O 1.208 7.324 -1.145 -0.3595
O 4.801 3.805 -1.848 -0.2484
N -2.282 -3.300 -3.610 0.1824
N 3.511 6.244 -1.693 0.0426
N -5.853 1.957 -5.385 0.2706
N 3.814 -2.175 -6.250 0.6738
N 6.806 3.935 5.780 -0.0292
N 2.114 -6.304 -0.337 0.6546
N -1.641 -1.905 -2.018 0.5934
N -8.792 4.103 2.935 0.0944
N -0.154 -2.711 4.875 0.5382
N -6.800 0.048 -5.726 0.2719
C 4.924 -3.270 -6.596 -1.3219
C 4.101 -0.206 -4.870 -0.2929
C -0.072 -6.733 0.709 -0.5797
C 1.299 5.995 -0.740 -0.4801
C 7.840 4.891 6.156 -0.7269
C -5.287 3.099 -4.738 -0.2339
C 4.157 -1.444 -3.997 -0.7711
C 4.421 -4.660 -6.947 -0.3692
C 3.331 -2.394 -4.803 -0.8094
C 5.680 4.479 3.686 -0.3676
C 2.853 -5.589 -1.447 -0.4933
C -1.274 -3.147 -1.640 0.3355
C 0.645 -6.014 -0.387 0.1830
C 7.307 6.081 6.894 -0.6911
C 2.847 -5.818 0.924 -0.0935
C 0.430 8.147 -0.259 -0.7903
C -1.536 -4.022 -2.676 -1.1474
C 2.816 -2.294 -7.311 -0.9576
C 0.474 -2.734 6.231 -0.5161
C -1.653 -2.616 4.974 -1.3434
C -5.108 2.690 2.852 -0.5659
C -4.006 -3.486 1.902 -1.2487
C -2.404 -2.432 3.627 0.5887
C -8.761 6.447 2.298 -0.7145
C 1.469 -1.538 6.282 -0.5918
C -1.483 -0.629 -1.310 -0.7223
C -3.285 -3.640 3.255 -0.3992
C -1.541 -6.418 0.909 0.1667
C 4.472 5.866 -2.807 -0.5438
C 1.846 -1.402 4.811 -0.4356
C 5.174 2.203 2.947 -0.6776
C -9.103 4.153 1.409 -0.7404
C -2.276 -2.026 -3.238 -0.8961
C 2.339 5.406 -1.680 -0.7679
C -4.353 4.060 2.766 -1.1674
C 6.906 5.997 9.148 -0.7820
C -5.888 1.733 -6.708 -0.3440
C -2.271 -7.385 1.831 -1.6033
C -7.672 -1.046 -5.530 -0.9057
C 4.349 -5.580 -1.064 -0.7652
C -8.676 5.553 1.061 -0.3060
C -6.502 0.957 -4.809 -0.3929
C -6.596 2.827 2.391 -0.5339
C 2.379 -7.821 -0.495 -1.0258
C -9.495 3.029 3.702 -0.9506
C 0.446 -1.564 4.105 0.0941
C -1.637 -0.636 0.156 -0.1908
C -9.262 5.488 3.340 -0.5320
C -7.332 3.964 3.148 -0.5604
C -5.951 3.511 -3.418 -1.3031
C 5.509 4.968 -2.252 -0.6563
C 5.538 -5.882 -4.925 -0.7615
C 5.707 2.762 -1.638 -0.9487
C -6.459 0.557 -6.981 -0.5658
C 5.506 4.581 5.186 -0.6016
C 4.232 -5.315 0.445 -0.8133
C 4.424 -0.782 -6.211 -0.8160
C 5.434 -5.736 -6.480 -0.8710
C -2.974 -3.820 -4.761 -0.9183
C 0.119 -4.022 4.132 -1.0171
H -3.017 -1.525 3.566 0.6159
H 8.100 6.703 7.314 0.5018
H -2.644 -1.140 -3.754 0.8390
H 2.140 -3.132 -7.127 0.3782
H 5.376 1.786 -1.320 0.3659
H -0.133 -4.794 4.846 0.4699
H 6.600 3.432 6.667 0.4452
H -7.044 3.728 -3.489 0.3404
H -2.043 -7.212 2.872 0.3440
H 2.792 -6.601 1.684 0.4865
H 1.830 -8.132 -1.360 0.3436
H -3.443 -4.783 -4.493 0.3361
H -9.452 3.168 4.785 0.3497
H -0.619 7.769 -0.182 0.3001
H -4.539 4.617 1.835 0.2783
H -4.222 2.966 -4.556 0.2155
H 6.499 3.006 -0.928 0.3527
H 4.802 3.839 5.553 0.3515
H 1.156 -4.010 3.805 0.4398
H 3.457 -7.948 -0.591 0.4396
H 1.616 5.925 0.319 0.3385
H 5.114 -6.646 -6.959 0.4182
H -0.499 -0.278 -1.503 0.1850
H -2.207 0.096 -1.705 0.4811
H 3.835 -1.359 -2.979 0.6458
H 5.515 -0.865 -6.285 0.2869
H 3.080 0.219 -4.883 0.2960
H 3.895 5.446 -3.625 0.2968
H -3.717 -3.157 -5.146 0.3246
H 0.989 -0.604 6.554 0.3253
H -0.909 -3.306 -0.630 0.1224
H -7.622 -1.300 -4.459 0.3504
H 4.801 -6.522 -1.328 0.3637
H 4.263 -4.841 -8.027 0.4647
H 0.154 9.009 -0.837 0.3179
H 2.485 -2.237 4.427 0.1905
H 4.906 -4.778 -1.581 0.3573
H -0.217 -0.739 4.255 0.4822
H -7.649 5.507 0.664 0.1401
H 8.492 4.477 6.895 0.3917
H -0.245 -2.703 7.040 0.3423
H -9.405 7.307 2.065 0.3282
H -7.798 6.914 2.572 0.3501
H -0.854 -1.156 0.689 -0.4739
H -7.073 1.852 2.496 0.2792
H -10.528 3.028 3.336 0.4012
H 6.363 5.460 9.933 0.2438
H 5.718 -4.889 -4.375 0.1012
H -10.190 3.992 1.327 0.4648
H -4.707 4.644 3.618 0.3246
H -1.965 -3.518 5.520 0.6022
H 3.507 -4.973 -6.464 0.3261
H 3.300 7.259 -1.711 0.4529
H -4.770 -4.239 1.685 0.4015
H 0.389 5.404 -0.842 0.3809
H -5.325 3.929 -5.455 0.3670
H -4.520 -2.519 1.943 0.4238
H 8.538 5.141 5.388 0.4451
H -10.349 5.533 3.321 0.4310
H 2.338 -1.698 6.929 0.3919
H 4.347 2.528 2.308 0.2945
H -1.884 -1.787 5.626 0.4848
H -8.909 5.737 4.343 0.3599
H 5.649 -3.209 -5.787 0.5556
H 2.426 -4.567 -1.330 0.1903
H -0.515 -3.924 3.244 0.1263
H -1.625 -5.387 1.212 -0.1130
H 5.309 5.592 5.589 0.3699
H 7.159 3.290 5.086 0.3405
H -5.059 2.438 3.915 0.3220
H 2.263 -2.123 -4.778 0.4284
H 4.174 -4.214 0.558 0.2915
H -2.638 -1.064 0.376 0.0095
H -8.580 3.324 0.922 0.4153
H 0.876 8.242 0.746 0.3133
H -0.054 -7.863 0.588 0.3968
H 2.609 -6.057 -2.400 0.3436
H 5.205 -1.696 -4.060 0.2207
H -8.689 -0.791 -5.866 0.3410
H 6.447 5.223 3.454 0.3665
H 4.737 4.734 3.168 0.3325
H 4.833 0.523 -4.576 0.3221
H -7.231 3.638 4.193 0.2832
H -6.583 0.037 -7.909 0.4735
H -3.262 3.856 2.766 0.3464
H 4.680 1.771 3.835 0.3047
H 3.310 -2.505 -8.300 0.3312
H 6.394 -6.486 -4.637 0.4657
H 6.745 6.770 6.235 0.3111
H -9.085 2.123 3.237 0.3934
H -1.606 0.392 0.458 0.5545
H -2.188 -4.142 -5.500 0.3408
H 6.253 2.536 -2.564 0.3252
H 4.016 -0.175 -7.032 0.3621
H -5.569 2.496 -7.401 0.4298
H -4.102 -3.698 4.017 0.3463
H 1.054 -3.669 6.331 0.3297
H -3.305 -3.411 1.086 0.0761
H -6.727 0.893 -3.763 0.4911
H 6.427 -5.446 -6.826 0.3243
H -4.613 1.955 2.213 0.3849
H -9.300 5.948 0.251 0.4681
H -2.049 -8.413 1.641 0.4560
H 3.396 -3.459 -4.624 0.2557
H -5.677 2.854 -2.594 0.3609
H -3.338 -7.193 1.806 0.4112
H 5.680 1.387 2.396 0.2644
H 0.508 -1.766 3.030 -0.6205
H -1.636 -2.338 2.829 -0.6506
H 6.677 7.054 9.253 0.3359
H 2.588 4.333 -1.556 0.3842
H -1.354 -5.073 -2.752 0.6303
H 6.061 5.459 -1.450 0.3801
H 2.267 -1.349 -7.377 0.4011
H 3.976 6.053 -0.824 0.2858
H 4.952 6.791 -3.069 0.4033
H 0.393 -6.575 1.703 0.2713
H -7.265 -1.933 -6.014 0.3268
H 6.285 4.724 -2.998 0.4667
H 4.984 -5.776 1.064 0.4171
H -5.555 4.496 -3.137 0.4090
H -2.694 -4.533 3.369 0.2810
H 0.379 -6.275 -1.415 0.2500
H -6.557 3.082 1.322 0.2983
H 1.910 5.470 -2.665 0.3897
H 5.329 -2.871 -7.491 0.5670
H 2.233 -4.940 1.231 -0.1495
H 0.513 -4.921 -0.303 -0.5236
H 2.395 -0.458 4.605 0.2921
H 7.968 5.799 9.255 0.3622
H 4.680 -6.314 -4.399 0.1409
H -1.942 -6.433 -0.112 0.3318
H 2.083 -8.397 0.381 0.3470
H -6.870 4.911 2.944 0.3550
```